{
  "formula": "C3HFO2Tl",
  "method": "ωB97M-V/def2-TZVPD",
  "symbols": ["F", "O", "C", "C", "O", "C", "Tl", "H"],
  "coordinates": [[0.38920, -0.17902, 1.97378], [1.55841, -0.87034, 0.15351], [1.61969, -0.32270, -0.98739], [0.24994, -0.75083, 0.78423], [0.18421, -0.06912, -1.32038], [-0.55501, -0.04715, -0.26704], [-2.33993, 1.75286, -0.03426], [-0.31450, -1.73417, 0.81367]],
  "lowdin_charge": [0.1287, 0.0833, 0.1343, -0.3264, -0.0275, -0.2124, 1.0117, 0.2082],
  "e_lumo_ev": -6.07,
  "homo_energy_ev": -14.6107,
  "gap_ev": 8.5,
  "charge": 1,
  "fmax_ev_per_a": 1.435
}

=====

{
  "formula": "C3HFS",
  "method": "ωB97M-V/def2-TZVPD",
  "symbols": ["C", "C", "C", "F", "S", "H"],
  "coordinates": [[0.11410, 0.24243, -0.21096], [-0.26144, -1.86791, 0.98382], [-0.21876, 1.05980, -1.15031], [0.73425, -1.79911, 1.80552], [-1.13737, 1.98275, -2.03879], [0.76923, 0.38203, 0.61072]],
  "lowdin_charge": [-0.0987, 0.2175, -0.7993, -0.0044, 0.6862, -0.0012],
  "e_lumo_ev": [-1.22, -1.96],
  "homo_energy_ev": [-8.5056, -8.2132],
  "gap_ev": [7.3, 6.3],
  "charge": 0,
  "fmax_ev_per_a": 2.475
}

=====

{
  "formula": "C3HGaO",
  "method": "ωB97M-V/def2-TZVPD",
  "symbols": ["O", "C", "C", "C", "H", "Ga"],
  "coordinates": [[-0.59140, -0.02555, 0.77605], [0.03718, 0.16651, -0.27511], [0.63187, 0.19296, -1.39459], [1.13481, 1.27149, -2.04005], [2.23906, 1.24168, -2.10880], [-1.02337, -1.09120, 1.86842]],
  "lowdin_charge": [-0.0073, -0.0164, 0.0983, 0.4669, 0.1427, 1.3160],
  "e_lumo_ev": [-12.19, -14.80],
  "homo_energy_ev": [-21.9476, -19.9197],
  "gap_ev": [9.8, 5.1],
  "charge": 2,
  "fmax_ev_per_a": 9.568
}

=====

{
  "formula": "C3HINO",
  "method": "ωB97M-V/def2-TZVPD",
  "symbols": ["C", "C", "C", "N", "O", "I", "H"],
  "coordinates": [[0.92453, -0.22596, -2.90456], [0.16894, -0.05648, -0.48949], [-0.53202, -0.95524, -1.34738], [0.95434, 0.74743, -1.01073], [0.03281, -0.96493, -2.64696], [-2.60356, -1.01267, -1.13440], [-0.28255, 0.21976, 0.59364]],
  "lowdin_charge": [0.3085, -0.3600, -0.5813, 0.2558, -0.0337, 1.2135, 0.1972],
  "e_lumo_ev": [-8.45, -8.44],
  "homo_energy_ev": [-14.7777, -15.3538],
  "gap_ev": [6.3, 6.9],
  "charge": 1,
  "fmax_ev_per_a": 4.558
}

=====

What is the formula in the first record? C3HFO2Tl